# 1
DFT (ωB97M-V with the def2-TZVPD basis set) results for a 2-piece molecular cluster, C2H3O4 overall at a distorted geometry.

Atoms and positions in Å:
C -2.899 0.152 0.122
C -0.254 0.139 0.048
O -3.495 1.063 0.630
O -2.909 -0.931 -0.393
O 0.522 0.915 -0.836
O -0.204 -1.293 -0.217
H 0.380 0.309 1.103
H 1.512 0.765 -0.643
H -1.075 -1.572 -0.503

Summary:
- LUMO energy (spin up / spin down): 4.2 / 4.2 eV
- Charge: -1
- Relative energy (zero: lowest compared OMol25 entry of this formula, charge and spin): 350.3 kJ/mol
- Highest occupied orbital energy (spin up / spin down): -2.275 / -2.274 eV

# 2
DFT (ωB97M-V with the def2-TZVPD basis set) results for C2H3O4PS as an isolated structure at a distorted geometry.

Atoms and positions in Å:
C 2.636 -0.312 0.085
C 1.519 -0.802 0.218
O 0.366 -1.538 -0.108
P -0.975 -0.577 0.256
O -1.041 -0.351 1.730
O -2.321 -1.442 -0.194
O -0.983 0.867 -0.584
S -0.370 2.154 0.354
H 3.491 0.414 -0.005
H -2.341 -1.533 -1.179
H 0.021 3.119 -0.572

Summary:
- LUMO energy: -0.4 eV
- Highest occupied orbital energy: -9.610 eV

# 3
DFT (ωB97M-V with the def2-TZVPD basis set) results for an isolated ion of composition C2H3O4S and charge -1 at a distorted geometry.

Atoms and positions in Å:
C -0.376 0.831 0.004
C 0.825 -0.292 0.293
O -1.991 -0.896 1.006
O -0.157 1.959 -0.387
O -1.631 -0.805 -1.392
O 2.012 0.009 -0.348
S -2.085 -0.077 -0.194
H 0.247 -1.356 0.041
H 0.979 -0.333 1.355
H 2.176 0.959 -0.378

Summary:
- Structure (SMILES): O=S(=O)=C([O-])CO
- LUMO energy: 3.8 eV
- Charge: -1
- Relative energy (zero: lowest compared OMol25 entry of this formula, charge and spin): 177.0 kJ/mol
- Highest occupied orbital energy: -3.254 eV

# 4
DFT (ωB97M-V with the def2-TZVPD basis set) results for C2H3O5S2 as an isolated structure at a distorted geometry.

Atoms and positions in Å:
C -1.919 0.205 0.008
C -1.131 0.846 0.834
O 1.763 -2.599 0.633
O 1.343 -0.019 0.575
O 0.251 0.462 -1.478
O 0.890 2.326 0.127
O 2.515 -1.462 -1.306
S 1.416 -1.632 -0.402
S 0.483 0.946 -0.145
H -2.867 -0.245 0.298
H -1.683 0.195 -0.979
H -1.059 0.978 1.835

Summary:
- LUMO energy: 3.6 eV
- Charge: -1
- Relative energy (zero: lowest compared OMol25 entry of this formula, charge and spin): 103.6 kJ/mol
- Highest occupied orbital energy: -5.128 eV